DFT (ωB97M-V/def2-TZVPD) results for a 7-piece molecular cluster, C14H37BO13S overall in a non-equilibrium geometry.

The total charge is 0. Its frontier orbital gap is 0.3498 Ha. The total energy is -53247.3640 eV. As for the SMILES: C=C[C@@H]1C(=O)O[C@@](CCCS(=O)(=O)O)(B(C)O)[C@@H]1CCCOC.O.O.O.O.O.O. The value obtained for the LUMO energy is -0.1 eV.

Last column: natural (NBO) charge in e.
CARTESIAN COORDINATES (ANGSTROEM)
C 2.3944 2.1963 1.9495  -0.3676
C 1.2373 2.4106 1.3316  -0.1980
C 0.2237 1.3762 0.9225  -0.3924
C 0.1968 0.1536 1.8512  0.8075
O 0.5871 0.0173 2.9926  -0.5661
O -0.3269 -0.8904 1.1659  -0.5182
C -0.5136 -0.5778 -0.2390  -0.0983
C -0.2388 -1.7888 -1.1342  -0.3981
C 0.3999 -3.0034 -0.4259  -0.4158
C 1.9292 -3.1184 -0.5541  -0.6756
S 2.7759 -3.7841 0.8711  2.3742
O 3.8507 -2.8829 1.2131  -0.9772
O 3.1884 -5.1180 0.5629  -0.9491
O 1.7631 -3.8308 2.0772  -0.8730
B -2.0510 -0.1185 -0.4189  1.0932
C -2.9291 0.4874 0.7382  -1.0560
O -2.6380 -0.2190 -1.6713  -0.9334
C 0.3848 0.6764 -0.4387  -0.1869
C 1.8037 0.4763 -0.9411  -0.4126
C 2.4456 1.7549 -1.5046  -0.4153
C 3.9166 1.7954 -1.1491  -0.0576
O 4.5071 0.5456 -1.4478  -0.5549
C 5.4975 0.1708 -0.5240  -0.2457
H 2.7195 1.2186 2.2520  0.2243
H 3.0351 3.0319 2.1770  0.2008
H 0.9582 3.4343 1.1264  0.1985
H -0.7095 1.9214 0.8879  0.2514
H -1.1586 -2.1430 -1.5801  0.2184
H 0.3856 -1.5163 -1.9769  0.2178
H -0.0025 -3.8888 -0.9085  0.2162
H 0.0818 -3.0786 0.6020  0.2450
H 2.4372 -2.1928 -0.7814  0.2595
H 2.1508 -3.8133 -1.3538  0.2631
H 1.9425 -3.0701 2.6461  0.5239
H -2.6518 0.1336 1.7252  0.2391
H -2.9308 1.5725 0.6870  0.2465
H -3.9614 0.1930 0.5667  0.2656
H -3.3252 -0.8849 -1.6730  0.5064
H -0.1175 1.2872 -1.1979  0.2120
H 2.4217 0.1412 -0.1085  0.2095
H 1.8560 -0.2649 -1.7240  0.2163
H 1.9426 2.6440 -1.1435  0.2128
H 2.3972 1.7542 -2.5909  0.2075
H 4.4282 2.5737 -1.7203  0.1706
H 4.0626 2.0406 -0.0981  0.1749
H 5.1140 0.1598 0.4949  0.1729
H 5.8097 -0.8395 -0.7605  0.1950
H 6.3816 0.8043 -0.5917  0.1638
O 3.8740 -0.7350 3.5662  -0.9486
H 3.9179 -1.5017 2.9812  0.4817
H 3.6402 -1.0927 4.4277  0.4685
O 2.6868 -6.9285 -2.0281  -0.9530
H 2.6736 -6.5456 -1.1423  0.4845
H 3.1535 -7.7608 -1.9195  0.4677
O -6.0681 0.9668 -0.0376  -0.9610
H -6.8711 0.4330 -0.0564  0.4868
H -6.0997 1.4613 -0.8642  0.4785
O -6.7386 3.7917 -0.2343  -0.9620
H -6.9897 4.7004 -0.0325  0.4811
H -5.9974 3.6096 0.3565  0.4919
O -5.2430 5.2355 -2.5369  -0.9456
H -5.7130 5.8168 -3.1410  0.4667
H -5.9181 4.9174 -1.9262  0.4738
O -8.9202 1.7754 0.5323  -0.9614
H -8.1242 2.3096 0.3943  0.4895
H -8.9342 1.6000 1.4770  0.4661

Force components x, y, z for each atom (eV/Å):
-0.5 0.1 -0.3
0.4 -0.1 0.2
1.3 -0.1 0.4
0.0 -0.3 1.0
-0.6 0.3 -1.4
0.5 -0.3 0.3
-0.5 0.8 -0.1
0.6 -0.7 0.6
0.0 -0.2 -0.5
-0.8 0.0 0.3
2.0 0.0 -0.8
-0.6 0.4 0.4
-0.8 -0.4 0.1
-0.2 -0.1 -0.1
-0.3 0.4 0.1
0.0 -0.9 -0.2
0.8 -0.4 0.0
-0.7 0.4 -1.3
0.1 0.4 0.6
0.3 -0.5 -0.1
0.3 0.3 -0.1
-0.2 -0.1 0.0
0.2 -0.3 -0.1
0.2 -0.3 0.1
0.1 0.1 0.1
0.0 0.1 -0.2
-0.6 -0.4 0.4
-0.3 0.1 0.0
0.0 0.2 -0.2
-0.1 -0.2 0.0
0.0 0.2 0.2
0.0 0.4 0.2
0.3 -0.2 -0.1
-0.2 0.3 0.2
0.2 0.3 0.2
0.1 0.2 0.1
-0.2 0.1 0.0
-0.6 0.2 -0.2
0.0 0.1 -0.1
0.1 -0.3 0.1
-0.1 -0.3 0.0
0.0 0.2 0.1
-0.3 0.0 -0.2
0.0 0.2 -0.1
-0.1 -0.1 0.3
-0.1 0.1 0.2
0.0 -0.2 -0.1
0.1 0.3 0.1
-0.1 -0.1 -0.1
0.2 0.0 -0.2
0.0 0.1 0.0
-0.1 0.1 0.1
0.1 0.1 0.1
0.0 0.0 0.0
0.0 -0.1 -0.1
-0.1 0.1 0.1
0.0 0.0 0.0
0.0 0.2 0.0
-0.1 0.0 0.1
0.0 -0.1 0.0
-0.1 0.1 0.1
0.0 0.0 -0.1
0.1 -0.2 0.0
0.1 0.0 0.0
-0.1 0.1 0.0
0.0 0.0 0.0


DFT (ωB97M-V/def2-TZVPD) results for C39H50BrCsGeN6O7S as an isolated structure in a non-equilibrium geometry.

The total charge is -2. Its energy relative to the best compared isomer or geometry (same formula, charge and spin) is 71.1 kcal per mole. Its frontier orbital gap is 0.1914 Ha. The total energy is -202470.0338 eV. The value obtained for the LUMO energy is 3.5 eV.

Last column: Mulliken charge in e.
CARTESIAN COORDINATES (ANGSTROEM)
Cs -0.2478 2.3171 0.0960  1.8610
N 3.9765 5.1145 0.0991  -0.5400
C 2.9384 4.2373 0.4251  0.2172
S 2.8137 2.8857 -0.6056  -0.3189
N 2.2870 4.5790 1.4805  -1.1919
N 1.0842 4.0689 1.8561  0.7140
C 0.8112 4.2707 3.0969  -0.9858
C -0.4040 4.0058 3.8070  1.4710
C -0.4244 4.4065 5.1476  -0.8099
C -1.5186 4.2303 5.9637  -0.8250
C -2.6680 3.6504 5.4271  -0.4893
C -2.6993 3.2699 4.1137  -0.8169
C -1.5758 3.3795 3.2414  -0.7106
O -1.6344 2.9491 2.0558  0.6930
H 4.7631 4.6486 -0.3254  0.2120
H 4.2176 5.7355 0.8596  0.2386
H 1.5931 4.7415 3.7182  0.0820
H 0.4659 4.8801 5.5543  0.3049
H -1.4893 4.5171 7.0083  0.3432
H -3.5440 3.5124 6.0532  0.3690
H -3.5875 2.8284 3.6788  0.3651
C -3.6276 3.1906 -2.3849  -1.6016
C -3.3956 3.2490 -0.8604  1.6912
C -4.7708 3.2465 -0.1651  -1.9560
C -2.6942 4.5780 -0.5243  -1.6480
O -2.6233 2.1678 -0.5034  -0.1838
Ge -2.8863 0.8303 1.0530  -0.3341
O -2.5759 -0.4189 -0.3950  0.2566
C -3.0314 -1.6934 -0.6043  1.8054
C -1.9720 -2.7347 -0.2030  -0.6261
C -4.3153 -1.9826 0.1904  -2.0057
C -3.3437 -1.8399 -2.1090  -1.4695
O -1.4206 -0.2740 2.1258  -0.7824
C -1.2269 -0.5068 3.4629  1.9067
C -2.5190 -0.3415 4.2875  -1.8102
C -0.7378 -1.9652 3.6455  -1.8170
C -0.1551 0.4383 4.0559  -1.0117
H -4.1869 4.0570 -2.7382  0.3782
H -4.1765 2.2837 -2.6250  0.3160
H -2.6654 3.1449 -2.8890  0.2858
H -5.3930 4.0807 -0.4895  0.4498
H -4.6186 3.3024 0.9077  0.3765
H -5.2797 2.3143 -0.3939  0.3653
H -3.3360 5.4295 -0.7559  0.4533
H -1.7711 4.6560 -1.0960  0.3148
H -2.4557 4.5801 0.5336  0.2533
H -1.6514 -2.5087 0.8078  -0.1856
H -1.1099 -2.6590 -0.8606  -0.3137
H -2.3742 -3.7465 -0.2505  0.4512
H -4.0808 -1.9417 1.2495  0.3357
H -4.7226 -2.9609 -0.0616  0.4882
H -5.0530 -1.2146 -0.0285  0.3662
H -2.4374 -1.6559 -2.6797  -0.0336
H -4.0775 -1.0908 -2.3945  0.3849
H -3.7254 -2.8322 -2.3453  0.3446
H -3.2985 -0.9806 3.8764  0.3220
H -2.8393 0.6926 4.2190  0.3023
H -2.3490 -0.6047 5.3336  0.4553
H -1.5039 -2.6603 3.3040  0.3924
H -0.5025 -2.1758 4.6895  0.3850
H 0.1592 -2.1080 3.0464  0.2017
H -0.1877 1.3792 3.5198  -0.1423
H 0.8402 0.0130 3.9519  0.2015
H -0.3459 0.6421 5.1090  0.3413
C 3.0339 0.7224 1.9483  -0.7503
O 2.5203 -0.2985 1.1292  0.5153
C 3.3896 -1.1785 0.5820  0.2713
C 4.7292 -1.3153 0.9255  -0.4213
C 5.4773 -2.2956 0.2855  -0.4105
Br 7.3242 -2.4546 0.7296  -0.2687
C 4.9500 -3.1452 -0.6477  -0.9661
C 3.5990 -3.0079 -1.0128  -0.0021
C 2.8234 -2.0059 -0.4083  0.3794
O 1.5288 -1.8156 -0.7589  -0.1540
C 3.0799 -3.9029 -2.0113  0.1996
N 3.7843 -4.8564 -2.5961  -0.8075
C 2.9358 -5.4542 -3.4773  0.2022
C 3.1370 -6.5139 -4.3585  -0.8182
C 2.0796 -6.8994 -5.1587  -0.3881
C 0.8398 -6.2647 -5.1011  -0.6440
C 0.6099 -5.2140 -4.2287  -0.7335
C 1.6629 -4.8240 -3.4195  0.5724
N 1.7883 -3.8527 -2.4730  0.6564
H 3.4437 0.3132 2.8810  0.3880
H 2.1988 1.3836 2.1714  -0.2672
H 3.7979 1.2972 1.4143  0.5855
H 5.1845 -0.6832 1.6703  0.5805
H 5.5320 -3.9203 -1.1205  0.5991
H 1.1387 -1.1284 -0.1870  0.1463
H 4.0905 -7.0158 -4.4107  0.4363
H 2.2123 -7.7191 -5.8523  0.3532
H 0.0398 -6.6046 -5.7446  0.3864
H -0.3485 -4.7175 -4.1748  0.5419
H 1.0914 -3.2013 -2.1467  -0.1921
O 0.0762 1.7898 -3.5712  -0.6470
N 0.9052 0.8745 -3.7708  0.6014
C 2.2350 1.1122 -3.6879  -0.5530
C 3.1598 0.1649 -4.0573  -0.7168
C 2.7455 -1.0883 -4.4861  -0.2958
C 1.3835 -1.3513 -4.4857  -0.3834
C 0.4948 -0.3704 -4.1129  -0.4638
H 2.5059 2.0926 -3.3267  0.6230
H 4.2088 0.4167 -4.0182  0.4266
H 3.4517 -1.8394 -4.8025  0.4026
H 1.0133 -2.3169 -4.7971  0.5567
H -0.5738 -0.5166 -4.0913  0.3731

Force components x, y, z for each atom (eV/Å):
2.7 -1.2 -1.5
0.3 0.3 0.0
0.0 -0.1 0.1
0.4 -0.6 -0.8
0.7 1.4 0.8
-0.3 -0.3 0.4
1.0 0.3 -0.5
-0.8 -0.3 0.2
0.1 0.0 -0.1
-0.1 0.0 0.4
0.0 0.1 0.1
-0.1 -0.1 -0.3
0.0 0.5 0.9
-0.6 0.3 0.7
-0.1 0.0 0.0
-0.1 0.0 0.0
-0.1 0.0 -0.3
0.0 -0.1 0.0
0.0 0.1 0.0
0.0 0.0 0.0
-0.1 0.0 0.0
0.1 -0.1 0.4
-0.9 0.6 -0.3
0.4 -0.1 -0.1
-0.1 -0.3 0.0
-1.4 -0.9 0.0
-0.8 -1.0 -0.2
0.4 1.2 0.4
-0.2 -0.8 -0.1
-0.3 0.2 0.0
0.3 0.1 -0.2
0.1 0.1 0.4
-0.3 0.4 -1.6
0.1 -0.1 0.9
0.2 0.0 -0.3
-0.1 0.4 -0.2
-0.2 -0.1 -0.1
-0.1 0.1 -0.1
-0.1 -0.2 -0.1
0.1 0.0 -0.1
0.0 0.1 0.0
-0.1 0.0 0.3
-0.2 -0.2 0.0
0.0 0.1 -0.1
0.1 0.2 -0.1
0.1 0.1 0.2
0.1 0.0 0.2
0.2 0.0 -0.1
0.0 -0.2 0.0
-0.1 0.0 0.3
-0.1 -0.1 0.0
-0.2 0.1 0.0
0.2 0.0 -0.1
-0.1 0.1 -0.1
0.0 -0.2 -0.1
-0.2 -0.1 -0.1
-0.2 0.1 0.1
0.0 0.0 0.1
-0.1 -0.1 0.0
0.0 0.0 0.1
0.1 -0.1 -0.1
0.0 0.1 0.0
0.2 -0.1 0.0
0.1 0.0 0.2
0.3 0.6 0.5
0.0 -0.7 -0.6
0.1 0.2 0.2
-0.4 0.1 -0.1
0.2 -0.1 0.0
0.0 0.0 0.0
-0.2 0.1 0.0
0.1 0.9 0.9
0.3 -0.3 -0.1
0.0 0.0 0.1
-0.4 -0.7 -0.8
0.3 0.5 0.5
-0.8 0.2 -0.2
0.0 0.1 0.0
0.2 -0.2 -0.1
-0.2 0.2 0.1
-0.2 0.0 -0.1
0.4 -0.5 -0.3
0.3 0.1 0.2
-0.1 -0.1 -0.1
0.1 0.0 0.0
-0.1 -0.1 0.0
0.0 0.1 0.0
0.0 0.0 0.0
0.0 -0.1 0.0
0.1 0.0 0.0
0.0 0.0 0.0
0.0 0.0 0.0
-0.1 0.0 0.0
0.0 0.1 0.1
-0.8 0.7 0.3
0.5 -0.5 -0.2
0.6 0.3 0.1
-0.1 -0.3 -0.1
0.0 0.0 0.0
0.3 0.2 0.0
-0.3 -0.5 -0.1
-0.1 0.1 0.1
0.0 0.1 0.1
0.1 -0.1 0.0
-0.1 0.0 0.0
0.0 0.2 0.0


DFT (ωB97M-V/def2-TZVPD) results for C25H30AsClN3O4Pt as an isolated structure.

The total charge is +1. Its energy relative to the best compared isomer or geometry (same formula, charge and spin) is 9.9 kcal per mole. The expectation value of S² is 6.0488. Its frontier orbital gap (alpha / beta) is 0.2653 / 0.2523 Ha. The total energy is -115671.5167 eV. Its spin multiplicity is 5. The value obtained for the LUMO energy (alpha / beta) is -2.5 / -4.8 eV.

Last column: natural (NBO) charge in e.
CARTESIAN COORDINATES (ANGSTROEM)
Pt -2.1149 -0.9811 0.8080  1.2140
O 2.1226 -2.0203 0.4067  -0.6901
C 0.8840 -1.9576 0.4476  0.7627
O 0.1755 -0.9932 0.0008  -0.7475
C 0.1306 -3.0926 1.0806  0.0897
C 0.7279 -4.2844 1.4332  -0.1910
C -0.0543 -5.2693 2.0279  -0.1413
C -1.4006 -5.0305 2.2507  -0.1845
C -1.9248 -3.8104 1.8669  0.1105
N -1.1671 -2.8768 1.3035  -0.4700
C -3.3763 -3.4323 2.0345  0.7392
O -4.1402 -4.2228 2.5322  -0.5681
O -3.6604 -2.2418 1.5782  -0.7789
H 1.7832 -4.4171 1.2391  0.2526
H 0.3876 -6.2160 2.3129  0.2371
H -2.0652 -5.7553 2.7015  0.2642
Cl -4.0908 2.6765 -1.4381  0.0142
C -3.5815 1.1381 -2.0521  -0.0151
C -2.9322 1.0921 -3.2617  -0.2418
C -2.5452 -0.1347 -3.8045  -0.1747
C -2.8452 -1.3231 -3.1367  -0.2432
C -3.5034 -1.2857 -1.9320  -0.1133
C -3.8808 -0.0492 -1.3139  -0.1761
C -4.5134 -0.0431 -0.0699  -0.3870
H -2.7428 2.0130 -3.7982  0.2343
H -2.0416 -0.1606 -4.7622  0.2255
H -2.5726 -2.2738 -3.5764  0.2294
H -3.7681 -2.2029 -1.4210  0.2228
H -4.8991 -0.9613 0.3492  0.2493
H -4.8337 0.8878 0.3777  0.2154
N -1.2788 5.2043 0.5018  -0.7602
C -1.3703 3.8596 0.6185  0.2518
C -0.9142 3.0033 -0.3979  -0.3179
C -1.0500 1.6478 -0.2522  0.0757
N -1.5925 1.0821 0.8426  -0.5530
C -2.0167 1.8955 1.8238  0.0797
C -1.9160 3.2604 1.7631  -0.3073
H -0.9951 5.6216 -0.3660  0.4038
H -1.7029 5.8069 1.1840  0.4074
H -0.4920 3.4069 -1.3108  0.2283
H -0.7186 0.9671 -1.0240  0.2358
H -2.4476 1.4118 2.6901  0.2256
H -2.2717 3.8633 2.5893  0.2359
C 2.7075 3.3393 0.7703  -0.6259
C 2.8577 2.4049 -0.4235  -0.7444
As 2.6031 0.4932 -0.0577  1.4560
C 3.7701 0.1654 1.4665  -0.7203
C 5.2240 -0.1591 1.1241  -0.6177
C 2.9956 -0.2886 -1.7921  -0.7199
C 4.2857 -1.0884 -1.9249  -0.6181
H 2.7833 4.3773 0.4439  0.2313
H 3.4881 3.1796 1.5136  0.2155
H 1.7415 3.2153 1.2626  0.2159
H 3.8719 2.4330 -0.8400  0.2389
H 2.1704 2.6580 -1.2312  0.2313
H 3.3056 -0.6366 2.0302  0.2604
H 3.6921 1.0832 2.0467  0.2301
H 5.3139 -1.1321 0.6493  0.2257
H 5.8012 -0.1835 2.0503  0.2357
H 5.6792 0.5914 0.4763  0.2068
H 2.9714 0.5601 -2.4769  0.2263
H 2.1346 -0.9192 -1.9994  0.2561
H 5.1732 -0.4892 -1.7280  0.2098
H 4.3575 -1.4583 -2.9487  0.2324
H 4.2813 -1.9481 -1.2581  0.2300

Force components x, y, z for each atom (eV/Å):
0.5 -0.3 0.4
-0.2 0.2 0.0
-0.2 0.3 -0.2
0.2 -0.2 0.1
-0.1 0.0 0.1
0.0 -0.1 0.0
0.0 0.0 0.0
0.0 -0.1 0.0
0.1 0.1 0.0
0.2 0.0 0.0
0.0 0.1 0.0
-0.1 0.1 0.0
-0.1 -0.1 -0.1
0.0 0.0 0.0
0.0 0.0 0.0
0.0 0.0 0.0
0.0 0.0 0.0
0.0 0.0 0.1
0.1 0.0 -0.1
0.0 0.0 0.0
0.0 0.0 0.0
0.0 0.0 0.0
0.0 0.0 0.1
-0.6 0.2 -0.3
0.0 0.0 0.0
0.0 0.0 0.0
0.0 0.0 0.0
0.0 0.0 0.0
0.1 0.0 0.0
0.1 0.0 0.0
0.0 -0.1 0.0
0.0 0.1 -0.1
0.1 0.1 0.0
0.1 0.0 0.2
-0.2 0.0 -0.3
0.1 -0.1 0.0
0.0 0.0 0.1
0.0 0.0 0.0
0.0 0.0 0.0
0.0 0.0 0.0
0.0 0.0 0.0
0.0 0.0 0.0
0.0 0.0 0.0
0.0 0.0 -0.1
0.0 0.0 0.1
0.2 -0.1 0.0
0.1 0.0 -0.1
0.0 0.0 0.1
0.0 0.0 0.0
0.0 0.0 0.0
0.0 0.0 0.0
0.0 0.0 0.0
0.0 0.0 0.0
0.0 0.1 0.0
0.0 0.0 0.0
0.0 -0.1 0.0
0.0 0.0 0.1
0.0 0.0 0.0
0.0 0.0 0.0
0.0 0.0 0.0
0.0 0.0 0.0
-0.1 0.0 0.0
0.0 0.0 0.0
0.0 0.0 0.0
0.0 0.0 0.0